# 1
19
Properties=species:S:1:pos:R:3 method="wB97M-V/def2-TZVPD" spin_multiplicity=2 homo_ev="-14.87 / -14.85" charge=+1 e_lumo_ev="-3.119 / -10.636" homo_lumo_gap_ev="11.75 / 4.22" s2=0.753 de_lowest_ev=0.5412 total_energy_ev=-5400.5642
C 0.6856 -0.5569 -2.1361
C -0.1074 -1.8097 -1.3978
C 1.3312 0.3544 -1.1980
H 1.3365 -1.2677 -2.6741
H -0.0977 -0.0479 -2.7055
H -0.3853 -2.6184 -2.0717
H -1.0069 -1.4795 -0.8739
H 0.5914 0.7590 -0.4930
H 2.1278 -0.1625 -0.6429
H 0.6264 -2.2408 -0.7124
H 1.9411 1.1689 -1.6533
C -1.5884 0.7098 2.0838
C -0.1530 1.2300 2.0319
H -2.2990 1.5387 2.0467
H -1.8348 -0.0499 1.3506
H -1.8520 0.3320 3.0744
H -0.1173 2.2728 1.7116
H 0.4569 0.7241 1.2664
H 0.3450 1.1435 2.9934


# 2
23
Properties=species:S:1:pos:R:3 method="wB97M-V/def2-TZVPD" spin_multiplicity=3 homo_ev="0.54 / 0.62" charge=-2 e_lumo_ev="6.077 / 5.452" homo_lumo_gap_ev="5.54 / 4.84" s2=2.014 total_energy_ev=-28915.4395
Au -2.7766 -1.3469 0.5878
Cl -0.5949 -1.7374 1.4842
C -3.4076 -2.2665 -1.1916
C -4.0015 -0.1263 1.8114
H -4.4177 -1.8874 -1.3903
H -2.6838 -1.9720 -1.9632
H -3.3910 -3.3525 -1.0275
H -4.9439 0.0065 1.2645
H -3.4573 0.8170 1.9509
H -4.1438 -0.6465 2.7679
Pb 1.0939 0.5536 0.3585
C 1.6364 -1.3212 -0.8286
C 1.0092 2.2132 -0.9760
H 0.8502 -1.4653 -1.5916
H 2.6068 -1.0517 -1.2717
H 1.6889 -2.1773 -0.1331
H 1.1746 3.2387 -0.5741
H 1.4564 1.9928 -1.9725
C 4.5122 2.1487 0.5403
O 3.3125 1.4691 0.4422
H 4.4114 3.0357 1.1705
H 4.8658 2.4341 -0.4549
H 5.1997 1.4415 0.9969


# 3
23
Properties=species:S:1:pos:R:3 method="wB97M-V/def2-TZVPD" homo_ev="-3.64 / -2.85" charge=-1 e_lumo_ev="2.337 / 2.667" homo_lumo_gap_ev="5.98 / 5.51" total_energy_ev=-30511.0389
Tl 0.4170 -0.4537 1.3558
Cl -0.2145 2.1832 0.2166
C -1.7717 -1.1436 1.5786
H -1.6759 -1.9431 2.3519
H -2.1773 -1.4984 0.6020
H -2.3207 -0.2583 1.9756
Bi 0.3380 0.1846 -1.5138
C -1.3309 0.8081 -2.8441
C 2.1457 1.3319 -2.1916
C 0.9046 -1.6239 -2.5302
H 2.9916 1.1941 -1.5078
H 2.3844 0.8903 -3.1737
H 1.8871 2.3955 -2.2693
H -2.2887 0.3935 -2.4915
H -1.3819 1.9111 -2.8792
H -1.0719 0.3730 -3.8295
H 0.1589 -2.2571 -3.0436
H 1.9602 -1.9067 -2.6905
C 0.1715 -0.1373 4.6049
O 0.8602 0.1339 3.3997
H 0.7999 -0.7783 5.2492
H -0.8046 -0.6318 4.5323
H 0.0192 0.8330 5.0983


# 4
22
Properties=species:S:1:pos:R:3 method="wB97M-V/def2-TZVPD" homo_ev="-1.40 / 2.44" charge=-2 e_lumo_ev="4.743 / 4.771" homo_lumo_gap_ev="6.15 / 2.33" total_energy_ev=-28066.9912
Tl -0.5619 0.7709 2.1588
Cl -0.6920 2.8916 1.0472
C -2.5034 -0.2318 2.3083
H -2.5094 -0.7610 3.2724
H -2.8622 -0.9181 1.5240
H -3.2071 0.5996 2.3842
Mg 0.6387 -0.5818 -2.2947
C 2.3415 0.7912 -2.1569
C -1.1399 0.0568 -3.3270
C 0.3073 -2.0443 -0.5899
H -1.7565 -0.8402 -3.4632
H -1.7389 0.8649 -2.8912
H -0.7888 0.3476 -4.3267
H 3.1774 0.1908 -1.7653
H 2.5978 1.0566 -3.1938
H 2.2201 1.7042 -1.5562
H -0.6316 -2.4133 -0.1270
H 0.9682 -2.2009 0.3008
C 1.2838 0.2121 3.0232
H 1.3389 0.9017 3.8608
H 2.1579 0.4085 2.3917
H 1.3601 -0.8052 3.4207


# 5
62
Properties=species:S:1:pos:R:3 method="wB97M-V/def2-TZVPD" homo_ev=-0.32 charge=-3 e_lumo_ev=4.268 homo_lumo_gap_ev=4.58 de_lowest_ev=2.0376 total_energy_ev=-193817.0322
Zn 2.7555 1.3109 0.5673
C 2.7802 4.7969 -1.8101
F 2.5451 5.6778 -2.7760
F 4.0823 4.4723 -1.8234
F 2.5507 5.3715 -0.6147
S 1.6542 3.3091 -2.0816
O 0.3340 3.7754 -1.7478
O 1.8859 3.0261 -3.4790
O 2.2010 2.3081 -1.1558
C -1.7900 -0.5990 -5.1729
F -1.4640 -1.7397 -5.8233
F -1.1587 -0.6606 -3.9801
F -1.2324 0.4362 -5.8222
S -3.6507 -0.4325 -4.9585
O -3.8373 0.4689 -3.8455
O -4.0585 0.0769 -6.2716
O -4.1173 -1.7933 -4.7143
C 5.3473 0.7289 4.0534
F 5.4046 2.0161 3.6965
F 6.2780 0.0649 3.3586
F 5.5980 0.6203 5.3503
S 3.6789 -0.0156 3.5952
O 2.7313 0.4489 4.5815
O 3.4546 0.5085 2.2230
O 3.8913 -1.4417 3.6176
C 0.0242 -1.7850 -0.3474
F 1.0647 -2.5490 0.0043
F 0.2978 -1.1675 -1.4961
F -1.0357 -2.5494 -0.4837
S -0.2538 -0.4314 0.9103
O 0.9534 0.3835 0.7209
O -1.5196 0.1727 0.5611
O -0.2731 -1.1521 2.1798
C -4.6638 -2.1142 -0.3842
F -4.1068 -2.4480 -1.5474
F -5.5636 -3.0817 -0.0688
F -3.7532 -2.1841 0.6005
S -5.6036 -0.4929 -0.5497
O -6.7447 -0.7320 -1.4291
O -6.0037 -0.2097 0.8241
O -4.6566 0.4802 -1.0556
O -2.2501 1.7748 -1.5215
H -1.4458 2.2875 -1.6676
H -2.0518 1.2141 -0.7451
O -3.9894 0.4752 2.7940
H -3.6616 -0.3948 3.0671
H -3.2310 1.0594 2.8833
O 3.5348 -0.0961 -0.6496
H 4.4395 -0.3986 -0.5087
H 3.2495 -0.4917 -1.4827
O 3.9546 -4.3911 -1.1315
H 3.2220 -3.8052 -1.3532
H 3.5574 -5.0618 -0.5679
O 1.9665 2.9003 1.5228
H 1.0156 3.0421 1.3966
H 2.1982 3.3625 2.3345
O 0.9417 -3.3272 3.3727
H 0.1617 -3.8838 3.4543
H 0.6056 -2.5094 2.9483
O -2.3933 -1.3456 4.2947
H -1.9972 -2.1509 4.6384
H -1.8532 -1.1344 3.5153


# 6
20
Properties=species:S:1:pos:R:3 method="wB97M-V/def2-TZVPD" smiles=CC[C@H](C)C[NH3+] homo_ev=-14.39 charge=+1 e_lumo_ev=-3.673 homo_lumo_gap_ev=10.72 de_lowest_ev=1.0495 total_energy_ev=-6894.8124
C 1.0388 0.0323 0.9829
C 0.0639 -0.0344 -0.1514
C -0.7966 -1.3359 -0.1709
C -0.7652 1.2329 -0.3065
C -2.0877 1.2049 -1.1434
N 2.2816 -0.9077 0.7474
H 0.7920 -0.2409 2.0200
H 1.4926 1.0372 1.0012
H 0.6875 0.1849 -1.0185
H -1.0960 -1.6506 -1.1889
H -0.1930 -2.1621 0.1739
H -1.6338 -1.0423 0.4731
H -1.1929 1.4709 0.7420
H -0.2517 2.2334 -0.4580
H -1.8240 0.9463 -2.1567
H -2.6684 0.3512 -0.7682
H -2.5405 2.1912 -1.1232
H 3.0062 -0.6788 1.4179
H 1.9655 -1.8694 0.8853
H 2.5504 -0.8049 -0.2252


# 7
20
Properties=species:S:1:pos:R:3 method="wB97M-V/def2-TZVPD" homo_ev=-13.79 charge=+1 e_lumo_ev=-7.820 homo_lumo_gap_ev=5.97 de_lowest_ev=8.0404 total_energy_ev=-6887.8215
C 6.6971 0.1737 -0.6573
C 5.3587 0.4341 -1.4515
C 3.9851 -0.1304 -0.7689
C 3.7853 0.7028 0.6381
C 3.5271 -0.2005 1.7787
N 6.5907 1.2194 0.3266
H 7.5267 0.4562 -1.4275
H 6.8886 -0.8514 -0.3341
H 5.1570 1.5191 -1.5555
H 5.5224 -0.1299 -2.4518
H 3.2609 0.3466 -1.4903
H 4.1567 -1.2475 -0.8160
H 5.4458 1.3557 0.6404
H 2.7309 1.2066 0.3601
H 4.3997 -0.9986 2.1102
H 2.5676 -0.8706 1.6181
H 3.2972 0.3664 2.8324
H -43.9687 -1.7131 -0.2790
H -44.0823 -2.6282 -0.2520
H 7.1535 0.9896 1.1792


# 8
20
Properties=species:S:1:pos:R:3 method="wB97M-V/def2-TZVPD" homo_ev=-15.82 charge=+1 e_lumo_ev=-9.528 homo_lumo_gap_ev=6.29 de_lowest_ev=6.3576 total_energy_ev=-6889.5043
C 0.2458 -1.6078 0.9028
C -0.2029 -0.7274 -0.2649
C 0.6249 0.5474 -0.4563
C 2.0587 0.3118 -0.8913
C 0.4756 1.5127 0.7326
N -1.5368 -0.2251 -0.1142
H 0.0538 -1.0868 1.8495
H -0.4112 -2.4916 0.9206
H 1.2812 -1.9308 0.8633
H -0.0058 -1.3412 -1.1588
H 0.0969 0.9779 -1.3226
H 2.6394 -0.1821 -0.0718
H 2.1141 -0.3469 -1.7564
H 2.6156 1.2399 -1.1522
H 0.9795 1.0941 1.6544
H 0.9016 2.4834 0.5464
H -0.6320 1.5892 0.9553
H -2.2204 -1.0233 -0.1828
H -4.5924 0.4375 -0.8524
H -4.4857 0.7691 -0.2011


# 9
20
Properties=species:S:1:pos:R:3 method="wB97M-V/def2-TZVPD" homo_ev=-15.17 charge=+1 e_lumo_ev=-5.086 homo_lumo_gap_ev=10.09 de_lowest_ev=1.1958 total_energy_ev=-6894.6661
C 0.9956 2.2123 1.2927
C -1.2294 1.3896 0.7643
N -0.0465 1.6724 0.4078
H 1.6260 2.8685 0.7029
H 1.6050 1.3765 1.6384
H 0.5300 2.7214 2.1265
H -1.4734 1.5923 1.7986
H -1.9327 1.0109 0.0386
H 0.2484 1.4280 -0.5369
C 0.1991 -0.7696 -1.8345
C -0.1588 -1.9783 -0.9880
C -0.1627 -1.7650 0.5325
H -0.5409 0.0392 -1.7405
H 0.1866 -1.0292 -2.8903
H 1.2055 -0.3944 -1.6386
H 0.5593 -2.7695 -1.1946
H -1.1445 -2.3335 -1.2911
H -0.0151 -2.7311 1.0098
H 0.6591 -1.1335 0.8698
H -1.1104 -1.4069 0.9329


# 10
20
Properties=species:S:1:pos:R:3 method="wB97M-V/def2-TZVPD" homo_ev=-16.41 charge=+1 e_lumo_ev=-9.174 homo_lumo_gap_ev=7.23 de_lowest_ev=6.1950 total_energy_ev=-6889.6669
C -1.8568 0.1847 -1.3819
C -0.7898 0.1015 -0.2879
C 0.2927 -0.9447 -0.6246
C 1.4819 -0.8495 0.3725
C 1.0553 -0.7768 1.8497
N -0.1831 1.3903 -0.1599
H -1.3503 0.5335 -2.2993
H -2.5552 0.9476 -1.0475
H -2.3320 -0.7644 -1.6049
H -1.3074 -0.2279 0.6304
H -0.1420 -1.9459 -0.6646
H 0.7035 -0.6625 -1.6399
H 2.2088 -1.6285 0.2321
H 1.9854 0.0838 0.1485
H 0.5438 -1.7184 2.1581
H 1.8569 -0.6248 2.5420
H 0.4049 0.0941 2.0222
H -0.2993 4.0766 0.3507
H 0.0773 1.6511 0.7741
H 0.3869 4.1624 -0.0488


# 11
20
Properties=species:S:1:pos:R:3 method="wB97M-V/def2-TZVPD" spin_multiplicity=2 homo_ev="-21.28 / -21.13" charge=+2 e_lumo_ev="-14.172 / -14.695" homo_lumo_gap_ev="7.11 / 6.44" s2=0.891 de_lowest_ev=6.1652 total_energy_ev=-6875.8835
C 2.6633 0.4587 -0.0116
C -0.5659 0.8514 0.9257
C -1.4722 0.1790 -0.0544
C -0.8947 0.2728 -1.4866
C -1.6686 -1.2803 0.3259
N 1.6031 -0.4385 0.3056
H 2.6738 1.3177 0.6817
H 3.6638 -0.0116 0.0410
H -0.9061 0.7026 1.9528
H 0.5058 0.2579 0.7719
H -2.4739 0.7352 -0.0763
H -0.7714 1.3080 -1.8254
H -1.4814 -0.2525 -2.2386
H 0.1252 -0.1708 -1.4023
H -2.1114 -1.4428 1.3109
H -2.2736 -1.8337 -0.3828
H -0.6804 -1.7454 0.3770
H -0.4077 1.9225 0.7228
H 2.0093 -1.2479 0.8175
H 2.5634 0.8266 -1.0353


# 12
21
Properties=species:S:1:pos:R:3 method="wB97M-V/def2-TZVPD" spin_multiplicity=2 homo_ev="1.40 / -4.63" charge=-1 e_lumo_ev="4.083 / 3.995" homo_lumo_gap_ev="2.68 / 8.63" s2=0.750 de_lowest_ev=1.3256 total_energy_ev=-8389.6598
C -0.7012 2.5074 0.4738
N 0.4111 1.5886 0.6029
C 0.2518 -1.3639 -1.8945
C 0.6520 -0.0114 -1.2424
C 0.5519 0.2292 0.3461
C -0.5793 -0.7066 0.9131
N -0.3042 -2.1353 0.8025
H -0.3588 3.5108 0.8270
H -1.5595 2.1750 1.0855
H -1.0521 2.6326 -0.5328
H 0.7820 1.7701 1.5337
H 0.9282 -2.1640 -1.5554
H 0.4232 -1.2279 -2.9693
H -0.7449 -1.7265 -1.6724
H 1.6766 0.2563 -1.5699
H 0.0132 0.6830 -1.8046
H 1.4892 -0.1663 0.7731
H -0.9963 -0.4261 1.8790
H -1.3526 -0.4776 0.1579
H 0.5345 -2.3473 1.3322
H -1.0655 -2.7555 1.0270


# 13
21
Properties=species:S:1:pos:R:3 method="wB97M-V/def2-TZVPD" homo_ev=-6.83 e_lumo_ev=0.867 homo_lumo_gap_ev=7.70 de_lowest_ev=5.1352 total_energy_ev=-8387.4837
C 0.2048 -0.3217 -0.0601
C -0.8206 -0.9777 -0.9503
C 1.0747 -1.2644 0.7397
C 1.7546 0.3472 -1.6118
C -2.0446 1.2388 1.1733
N 0.4926 0.9882 -0.3336
N -0.7959 0.5411 1.3539
H 1.0972 1.4095 0.3656
H -0.3152 0.8141 2.2084
H -1.5569 -1.4876 -0.3309
H -0.3472 -1.7200 -1.5950
H -1.3295 -0.2387 -1.5645
H 0.4412 -1.9292 1.3234
H 1.7389 -0.7110 1.4024
H 1.6734 -1.8983 0.0832
H 2.6480 0.8521 -1.2492
H 1.3346 0.7886 -2.5083
H 1.9743 -0.7027 -1.7887
H -1.9601 2.3352 1.2069
H -2.7845 0.9467 1.9336
H -2.4797 0.9899 0.2018


# 14
21
Properties=species:S:1:pos:R:3 method="wB97M-V/def2-TZVPD" smiles=C[C@H](N)CN(C)C homo_ev=-8.51 e_lumo_ev=1.120 homo_lumo_gap_ev=9.63 de_lowest_ev=0.9114 total_energy_ev=-8391.7076
C -0.4743 -0.4109 0.3274
N 0.9250 -0.6907 0.6785
C 0.9718 -1.3967 1.9377
C 1.7162 0.5163 0.7223
C -0.6415 0.0615 -1.1194
C -0.9202 1.5516 -1.2865
N -1.6616 -0.7769 -1.7872
H -0.9949 -1.3639 0.4298
H -0.8378 0.3736 1.0137
H 0.7077 -2.4503 1.8211
H 0.3473 -0.9410 2.7177
H 1.9819 -1.3931 2.3247
H 1.6690 1.0318 -0.2411
H 1.4028 1.2116 1.5188
H 2.7653 0.2823 0.8663
H 0.2716 -0.1999 -1.6599
H -0.2186 2.1797 -0.7414
H -1.9519 1.7991 -1.0118
H -0.8201 1.8086 -2.3397
H -2.5660 -0.5648 -1.3856
H -1.6717 -0.6282 -2.7856


# 15
21
Properties=species:S:1:pos:R:3 method="wB97M-V/def2-TZVPD" homo_ev=-7.01 e_lumo_ev=0.862 homo_lumo_gap_ev=7.87 de_lowest_ev=3.8768 total_energy_ev=-8388.7421
C -0.9529 0.4292 -0.1399
C -1.7493 -0.6674 -0.8002
C -1.3296 0.7797 1.2682
N -0.8608 -1.8304 -0.7378
H -1.0997 -2.3724 0.0926
H -0.7819 1.3058 -0.7605
H -1.9535 -0.4124 -1.8467
H -2.7208 -0.8309 -0.3120
H -0.5390 1.3241 1.7894
H -2.1998 1.4504 1.2472
H -1.5849 -0.1087 1.8487
C 1.6707 0.6800 -1.2438
C 1.6478 -0.2401 0.9939
N 0.9339 -0.1050 -0.2655
H 0.4218 -1.2217 -0.5904
H 2.6678 0.2668 -1.4467
H 1.8037 0.7311 1.4769
H 1.0727 -0.8774 1.6691
H 1.7915 1.7156 -0.9070
H 1.1289 0.6907 -2.1930
H 2.6331 -0.7070 0.8575


# 16
21
Properties=species:S:1:pos:R:3 method="wB97M-V/def2-TZVPD" homo_ev=-7.03 e_lumo_ev=1.043 homo_lumo_gap_ev=8.07 de_lowest_ev=4.9952 total_energy_ev=-8387.6237
C -0.0338 -0.4137 0.0110
C -0.7170 0.6170 -0.7050
C 1.5570 0.5627 -0.5885
C 0.0510 -1.8232 -0.5040
C 2.4055 0.7912 0.6462
N -2.2811 -0.0260 -0.0964
N -2.9205 0.4236 1.0903
H -2.7832 -0.8103 -0.5072
H 0.0007 -0.3078 1.0919
H -2.9051 1.4399 1.1138
H -2.4239 0.0966 1.9174
H -0.7184 1.6113 -0.2708
H -0.7984 0.5096 -1.7805
H 1.9901 -0.1685 -1.2699
H 1.4785 1.4844 -1.1669
H 1.0034 -2.2755 -0.2230
H -0.0340 -1.8541 -1.5902
H -0.7495 -2.4260 -0.0764
H 3.3440 1.2972 0.4026
H 1.8773 1.4213 1.3678
H 2.6573 -0.1495 1.1380


# 17
21
Properties=species:S:1:pos:R:3 method="wB97M-V/def2-TZVPD" homo_ev="-6.05 / -6.05" e_lumo_ev="0.670 / 0.670" homo_lumo_gap_ev="6.72 / 6.72" de_lowest_ev=4.8975 total_energy_ev=-8387.7214
C -0.5127 -0.4758 0.0194
C -0.4744 0.8984 0.2384
C 1.6163 0.5308 0.5170
C -0.7196 -1.4476 1.1403
C 2.3138 0.6840 -0.8071
N -0.4036 -0.9904 -1.2133
N -2.5920 1.0300 -0.0878
H -0.4638 -0.3893 -2.0180
H -0.4847 -1.9800 -1.3679
H -2.9679 0.4279 -0.8229
H -3.0967 0.7511 0.7560
H -0.3383 1.6005 -0.5659
H -0.6360 1.2876 1.2250
H 1.8532 -0.3961 1.0382
H 1.7376 1.3786 1.1886
H -0.0473 -2.3038 1.0462
H -1.7493 -1.8065 1.1127
H -0.5438 -0.9698 2.1007
H 2.0392 1.6219 -1.2999
H 2.0628 -0.1364 -1.4878
H 3.4073 0.6849 -0.7117


# 18
21
Properties=species:S:1:pos:R:3 method="wB97M-V/def2-TZVPD" smiles=C[C@@H](N)CN(C)C homo_ev=-8.47 e_lumo_ev=1.114 homo_lumo_gap_ev=9.59 de_lowest_ev=2.2783 total_energy_ev=-8390.3407
C -0.3810 0.2927 0.3962
N 0.9356 -0.1245 0.8514
C 1.4222 0.5364 2.0794
C 1.0476 -1.5693 1.0198
C -0.5088 0.2555 -1.1256
C -1.5177 -0.8184 -1.5797
N -0.8588 1.5511 -1.7507
H -0.3558 1.4101 0.5024
H -1.2433 -0.0384 1.0018
H 1.0856 1.6603 2.1421
H 0.9385 0.0460 3.0694
H 2.5404 0.2320 2.2186
H 1.0375 -2.0114 0.0704
H 0.3673 -2.0251 1.7016
H 2.0737 -1.6750 1.4085
H 0.5900 0.0094 -1.3923
H -2.3710 -1.0085 -0.8873
H -2.1305 -0.4898 -2.3959
H -1.0724 -1.8018 -1.5773
H -1.7858 1.8633 -1.5938
H -0.5854 1.6620 -2.7137


# 19
21
Properties=species:S:1:pos:R:3 method="wB97M-V/def2-TZVPD" homo_ev=-9.23 e_lumo_ev=0.981 homo_lumo_gap_ev=10.21 de_lowest_ev=3.3648 total_energy_ev=-8389.2541
N 2.8824 -0.6160 -0.6478
C 1.7522 0.2721 -0.3658
C 2.0875 1.1865 0.7982
C 0.4544 -0.5211 -0.1091
N -0.6242 0.4024 0.1891
C -2.0388 -0.6128 -0.0320
C -3.2315 0.2954 -0.2380
H 2.5925 -1.2510 -1.3778
H 2.9944 -1.2235 0.1576
H 1.6267 0.8863 -1.2600
H 2.2585 0.6629 1.7396
H 2.9185 1.8587 0.5813
H 1.2161 1.8276 0.9502
H 0.7148 -1.2226 0.7073
H 0.2512 -1.1635 -0.9768
H -1.3085 0.0787 0.8711
H -1.7578 -1.1730 -0.9051
H -2.2028 -1.2827 0.8337
H -3.5027 0.8405 0.6633
H -4.0937 -0.2755 -0.5729
H -2.9890 1.0305 -1.0060


# 20
21
Properties=species:S:1:pos:R:3 method="wB97M-V/def2-TZVPD" smiles=CCC[C@@H](N)CN homo_ev=-8.81 e_lumo_ev=1.083 homo_lumo_gap_ev=9.89 de_lowest_ev=0.3999 total_energy_ev=-8392.2191
N -1.2426 -0.4285 -1.5305
C -0.4431 -0.0697 -0.3710
C 0.7428 -1.0108 -0.2297
C 2.1034 -0.3772 -0.4944
C 2.4852 0.6307 0.5887
C -1.2420 0.0333 0.9356
N -2.2950 1.0189 0.8414
H -1.7255 -1.3107 -1.4268
H -1.9252 0.2851 -1.7498
H -0.1276 0.9587 -0.5788
H 0.7974 -1.4589 0.7714
H 0.5756 -1.8581 -0.8952
H 2.0861 0.1423 -1.4545
H 2.8288 -1.1926 -0.6249
H 2.0421 1.5939 0.3572
H 2.1970 0.2916 1.5850
H 3.5660 0.7935 0.6030
H -1.7000 -0.9235 1.1627
H -0.5266 0.2261 1.7415
H -3.0087 0.8665 1.5352
H -1.9555 1.9707 0.8596